Record 1
{"formula": "C2H7IN3", "method": "ωB97M-V/def2-TZVPD", "species": ["C", "C", "N", "N", "N", "I", "H", "H", "H", "H", "H", "H", "H"], "positions_angstrom": [[-0.65, 0.80, 0.75], [1.21, -0.19, -0.33], [0.23, -0.18, 0.50], [2.00, -1.15, -0.53], [-1.40, 0.97, -0.63], [-0.36, -2.25, 1.76], [-1.28, 0.44, 1.57], [-0.33, 1.79, 0.98], [-0.48, 0.72, -1.17], [2.00, -2.00, 0.12], [2.89, -1.15, -1.15], [-2.10, 0.29, -0.85], [-1.73, 1.92, -1.01]], "lowdin_charge": [-0.243, -0.260, -0.286, 0.113, 0.195, 0.511, 0.087, 0.129, 0.149, 0.082, 0.183, 0.139, 0.201], "e_tot_ha": -542.0181, "e_homo_ev": [-12.9, -13.1], "gap_ev": [7.341, 7.624], "charge": 1, "relative_energy_kcal_mol": 55.07}

---

Record 2
{"formula": "C2H7IN3", "method": "ωB97M-V/def2-TZVPD", "species": ["C", "C", "N", "N", "N", "I", "H", "H", "H", "H", "H", "H", "H"], "positions_angstrom": [[0.17, -0.42, 0.60], [-0.97, 0.45, -0.26], [0.94, -0.47, -0.74], [0.73, 0.08, 1.80], [-0.14, 0.16, -1.45], [-3.01, -0.26, -0.41], [-0.13, -1.49, 0.76], [-1.05, 1.55, -0.02], [1.68, 0.15, -0.64], [0.85, -0.73, 2.48], [1.49, 0.65, 1.86], [-0.79, -0.60, -1.99], [0.24, 0.93, -1.99]], "lowdin_charge": [-0.333, -0.633, 0.067, 0.097, -0.020, 0.906, 0.149, 0.103, 0.093, 0.142, 0.049, 0.197, 0.183], "e_tot_ha": -542.0090, "smiles": "N[C@@H]1N[NH2+][C@H]1I", "e_homo_ev": -13.8, "gap_ev": 9.699, "charge": 1, "relative_energy_kcal_mol": 60.75}

---

Record 3
{"formula": "C2H7IN3", "method": "ωB97M-V/def2-TZVPD", "species": ["C", "C", "N", "N", "N", "I", "H", "H", "H", "H", "H", "H", "H"], "positions_angstrom": [[0.81, -1.39, 1.19], [-1.20, -0.92, -0.04], [-0.50, -1.57, 0.68], [-1.75, 2.04, -1.70], [1.42, -0.13, 0.68], [-0.31, 1.14, -0.75], [0.99, -1.53, 2.25], [1.39, -2.15, 0.69], [-2.09, -1.35, -0.58], [-1.74, 2.09, -2.63], [-2.17, 2.78, -1.25], [1.61, 0.61, 1.38], [2.25, -0.51, 0.18]], "lowdin_charge": [-0.244, -0.250, 0.003, -0.431, -0.149, 1.541, 0.140, 0.126, 0.125, -0.044, -0.027, 0.101, 0.109], "e_tot_ha": -542.0053, "e_homo_ev": -13.5, "gap_ev": 9.246, "charge": 1, "relative_energy_kcal_mol": 63.11}

---

Record 4
{"formula": "C2H7INO", "method": "ωB97M-V/def2-TZVPD", "species": ["C", "C", "N", "O", "I", "H", "H", "H", "H", "H", "H", "H"], "positions_angstrom": [[0.45, -0.30, -0.55], [0.63, -0.70, 1.61], [-1.05, -0.62, -0.70], [0.16, 0.33, 2.25], [-0.44, -2.51, 1.84], [0.64, 0.64, -0.95], [1.15, -1.01, -0.88], [1.76, -0.88, 1.66], [-1.28, -1.25, 0.21], [-1.01, -0.98, -1.68], [-1.49, 0.24, -0.71], [0.71, 0.69, 2.95]], "lowdin_charge": [-0.007, -0.709, 0.084, -0.065, 1.052, 0.065, 0.065, 0.097, -0.011, 0.179, 0.110, 0.140], "e_tot_ha": -507.7222, "e_homo_ev": -13.8, "gap_ev": 9.812, "charge": 1, "relative_energy_kcal_mol": 69.74}

---

Record 5
{"formula": "C2H7IOSb", "method": "ωB97M-V/def2-TZVPD", "species": ["O", "C", "I", "C", "Sb", "H", "H", "H", "H", "H", "H", "H"], "positions_angstrom": [[0.47, 2.37, 1.24], [-0.16, 1.84, 0.38], [-2.40, 2.09, 0.62], [0.13, 0.94, -0.68], [0.22, -1.33, 0.10], [1.14, 1.12, -1.04], [-0.61, 0.93, -1.47], [-0.27, -1.76, -1.54], [-1.47, -1.19, 0.55], [0.71, -0.69, 1.66], [1.91, -1.31, -0.43], [0.33, -3.01, 0.61]], "lowdin_charge": [-0.053, -0.932, 0.471, -0.426, 0.530, 0.048, 0.014, -0.129, -0.129, -0.108, -0.131, -0.156], "e_tot_ha": -693.4610, "e_homo_ev": -4.2, "gap_ev": 7.244, "charge": -1}

---

Record 6
{"formula": "C2H7N", "method": "ωB97M-V/def2-TZVPD", "species": ["C", "C", "N", "H", "H", "H", "H", "H", "H", "H"], "positions_angstrom": [[0.64, -0.44, 1.23], [0.49, -0.30, -0.27], [0.45, 0.74, -1.07], [1.63, -0.07, 1.44], [0.47, -1.46, 1.51], [-0.39, 0.09, 0.85], [-2.26, 0.20, -1.18], [0.59, -1.21, -0.85], [-2.24, 0.93, -1.20], [0.62, 1.53, -0.45]], "lowdin_charge": [-0.055, -0.404, 0.037, 0.078, 0.054, 0.128, 0.015, 0.097, 0.020, 0.031], "e_tot_ha": -135.0031, "smiles": "[H]/N=C\\C.[H][H]", "e_homo_ev": -10.0, "gap_ev": 11.083, "charge": 0, "relative_energy_kcal_mol": 89.01}

---

Record 7
{"formula": "C2H7N", "method": "ωB97M-V/def2-TZVPD", "species": ["C", "C", "N", "H", "H", "H", "H", "H", "H", "H"], "positions_angstrom": [[0.22, 1.25, -0.08], [-0.11, -0.10, 0.52], [-0.23, -1.22, -0.46], [1.28, 1.38, -0.06], [-0.31, 1.59, -0.97], [-0.04, 1.95, 0.76], [0.48, -0.32, 1.42], [-1.11, 0.10, 1.02], [0.51, -1.82, -0.17], [-0.07, -1.03, -1.46]], "lowdin_charge": [-0.134, -0.350, -0.024, 0.053, 0.073, 0.078, 0.102, 0.098, 0.039, 0.065], "e_tot_ha": -135.1223, "smiles": "CCN", "e_homo_ev": -9.1, "gap_ev": 10.339, "charge": 0, "relative_energy_kcal_mol": 14.25}

---

Record 8
{"formula": "C2H7N", "method": "ωB97M-V/def2-TZVPD", "species": ["C", "N", "C", "H", "H", "H", "H", "H", "H", "H"], "positions_angstrom": [[-2.23, 0.33, -0.36], [-0.94, 0.27, -0.38], [1.99, -0.22, 0.23], [-2.83, 0.65, 0.51], [-2.80, 0.28, -1.30], [-1.08, -0.34, 0.47], [1.06, -0.14, 0.77], [2.86, 0.09, 0.80], [2.05, -1.27, -0.04], [1.92, 0.36, -0.69]], "lowdin_charge": [-0.145, 0.013, -0.068, 0.071, 0.059, 0.056, -0.031, 0.014, 0.018, 0.012], "e_tot_ha": -135.0517, "smiles": "C=N.C", "e_homo_ev": -9.7, "gap_ev": 10.422, "charge": 0, "relative_energy_kcal_mol": 58.52}

---

Record 9
{"formula": "C2H7N", "method": "ωB97M-V/def2-TZVPD", "species": ["N", "H", "H", "H", "C", "C", "H", "H", "H", "H"], "positions_angstrom": [[-1.72, -1.18, -1.69], [-0.89, -0.93, -1.20], [-1.82, -2.14, -1.94], [-2.58, -0.78, -1.39], [0.79, 0.56, 0.45], [1.40, 0.92, 1.58], [0.84, 1.18, -0.43], [-0.02, -0.15, 0.55], [1.79, 1.93, 1.65], [1.20, 0.34, 2.47]], "lowdin_charge": [0.033, -0.038, -0.002, -0.002, -0.087, -0.074, 0.049, 0.031, 0.046, 0.044], "e_tot_ha": -135.1021, "smiles": "C=C.N", "e_homo_ev": -9.6, "gap_ev": 10.803, "charge": 0, "relative_energy_kcal_mol": 26.91}

---

Record 10
{"formula": "C2H7N2", "method": "ωB97M-V/def2-TZVPD", "species": ["C", "N", "C", "N", "H", "H", "H", "H", "H", "H", "H"], "positions_angstrom": [[1.52, 0.39, 0.00], [0.46, -0.15, 0.76], [-0.51, -0.79, 0.05], [-1.57, 0.28, -0.19], [2.52, 0.22, 0.41], [1.32, 1.48, 0.11], [1.45, 0.12, -1.06], [-1.02, -1.54, 0.67], [-0.32, -1.17, -0.96], [-2.50, -0.05, 0.05], [-1.35, 1.21, 0.16]], "lowdin_charge": [-0.018, 0.169, -0.259, 0.177, 0.140, 0.160, 0.107, 0.170, 0.134, 0.113, 0.107], "e_tot_ha": -189.4929, "e_homo_ev": -15.9, "gap_ev": 7.298, "charge": 1, "relative_energy_kcal_mol": 117.62}

---

Record 11
{"formula": "C2H7N2", "method": "ωB97M-V/def2-TZVPD", "species": ["C", "C", "N", "N", "H", "H", "H", "H", "H", "H", "H"], "positions_angstrom": [[0.15, -1.03, -0.04], [0.09, 1.01, -0.10], [1.15, -0.06, 0.30], [-0.87, -0.03, 0.21], [0.11, -1.14, -1.12], [0.02, -1.94, 0.83], [-0.05, 1.96, 0.49], [0.14, 1.39, -1.08], [2.02, -0.19, -0.18], [-1.65, 0.00, -0.49], [-1.11, 0.01, 1.17]], "lowdin_charge": [-0.173, -0.068, 0.031, 0.071, 0.138, 0.219, 0.156, 0.119, 0.118, 0.217, 0.171], "e_tot_ha": -189.5700, "e_homo_ev": -15.0, "gap_ev": 11.091, "charge": 1, "relative_energy_kcal_mol": 69.24}

---

Record 12
{"formula": "C2H7N2", "method": "ωB97M-V/def2-TZVPD", "species": ["C", "C", "N", "N", "H", "H", "H", "H", "H", "H", "H"], "positions_angstrom": [[0.43, 0.01, -0.03], [-1.70, 0.10, 0.00], [1.15, 1.05, -0.27], [0.82, -1.18, 0.21], [-2.28, -0.81, 0.10], [-1.85, 0.82, 0.77], [-1.60, 0.42, -1.12], [0.89, 2.11, -0.42], [2.12, 0.78, -0.21], [0.23, -1.91, 0.75], [1.80, -1.39, 0.22]], "lowdin_charge": [-0.288, 0.149, 0.175, 0.154, 0.048, 0.023, 0.080, 0.216, 0.124, 0.194, 0.125], "e_tot_ha": -189.5796, "e_homo_ev": -15.6, "gap_ev": 11.598, "charge": 1, "relative_energy_kcal_mol": 63.24}